The following is a DFT calculation (ωB97M-V with the def2-TZVPD basis set) of C6H13N3 as an isolated structure in a non-equilibrium geometry.

Properties
spin multiplicity: 1
E_HOMO: -8.36 eV
Kohn-Sham gap: 8.705 eV
total energy: -10897.368 eV
relative energy (zero: lowest compared OMol25 entry of this formula, charge and spin): 6.045 eV

```
22
Properties=species:S:1:pos:R:3:forces:R:3
C -0.1716 1.2788 -1.4781 0.141 -0.207 0.199
N 0.1968 0.8843 -0.1251 1.848 0.172 -0.318
C -1.7283 0.2179 1.0035 0.330 -3.103 -0.369
C -2.8085 0.6170 0.3559 -0.311 -0.019 0.146
H 0.6539 1.6538 0.3558 0.026 -0.159 -0.142
H -1.3883 0.6356 1.9409 -0.011 0.097 0.002
H -0.8309 0.5262 -1.9068 -0.081 -0.007 -0.057
H 0.7042 1.3674 -2.1261 -0.131 0.124 -0.071
H -0.7250 2.2156 -1.4214 0.050 -0.019 -0.043
H -3.1510 0.1394 -0.5543 0.014 -0.066 0.009
H -3.4066 1.4446 0.7170 0.038 0.121 -0.051
C 0.0409 -1.5221 -0.1259 3.054 -0.563 -2.358
C 0.9747 -0.3536 0.0017 -1.243 0.813 0.557
C 1.7554 -0.3052 1.3053 -0.258 -0.224 -0.298
N 1.5456 -0.9199 -1.1693 -1.436 -0.974 0.756
N 2.9971 -0.4635 1.4203 0.291 -0.255 -0.049
H 2.1948 -1.6714 -0.9428 0.209 0.225 0.234
H 3.4224 -0.6714 0.5075 -0.071 0.224 0.131
H 1.1622 -0.1456 2.2091 -0.008 0.200 -0.079
H 0.3084 -2.4515 0.3711 -0.064 0.053 -0.134
H -1.1271 -0.8848 0.6449 -2.223 3.422 1.600
H -0.6191 -1.5917 -0.9831 -0.164 0.145 0.334
```
Positions in Å, forces in eV/Å.

---

The following is a DFT calculation (ωB97M-V with the def2-TZVPD basis set) of C18H27MoN2O5P2S as an isolated structure in a non-equilibrium geometry.

Properties
charge: +3
spin multiplicity: 3
E_HOMO (alpha / beta): -18.20 / -18.24 eV
Kohn-Sham gap (alpha / beta): 4.647 / 5.988 eV
total energy: -63561.074 eV

```
56
Properties=species:S:1:pos:R:3:forces:R:3
Mo 0.0540 -0.1333 -0.4919 0.806 1.883 2.964
P 2.0940 -1.3241 -0.2274 2.200 -2.229 -0.860
C 2.3528 -1.6910 -2.0270 0.701 0.118 0.184
C 1.0743 -2.0176 -2.7375 1.067 -0.521 -0.383
N -0.0466 -1.4456 -2.2568 -0.297 0.514 1.556
C -1.2309 -1.7396 -2.8287 -1.058 -0.328 -0.625
C -1.3186 -2.5723 -3.9377 -0.246 0.517 0.487
C -0.1576 -3.1196 -4.4657 -0.065 -0.006 -0.152
C 1.0555 -2.8492 -3.8497 0.287 0.420 0.623
C -2.4669 -1.1558 -2.2143 -0.613 0.174 0.171
P -2.1158 0.3532 -1.2033 -3.151 -0.127 -2.208
H 2.0082 -3.2511 -4.1855 -0.308 -0.033 -0.135
H -2.3135 -2.7526 -4.3434 0.377 -0.105 -0.096
H -0.1995 -3.7400 -5.3505 0.001 -0.103 0.004
H -3.1978 -0.8730 -2.9879 0.197 -0.163 0.161
H -2.9849 -1.8808 -1.5592 0.312 0.108 -0.223
H 2.8476 -0.7969 -2.4665 -0.262 -0.442 0.092
H 3.0671 -2.5270 -2.0867 -0.152 0.275 -0.172
H 1.6402 3.6839 -2.6995 0.412 -0.386 -0.227
O 2.1880 3.0413 -3.1934 -0.674 0.704 0.114
H 2.3715 3.5398 -4.0094 0.120 -0.404 0.242
H -0.7937 4.4321 -0.2411 -0.289 0.485 -0.913
O -1.0638 4.6883 -1.1548 0.092 -0.097 1.164
H -1.4086 5.5974 -1.0520 0.227 -0.554 -0.170
C -2.2712 1.7294 -2.3755 0.595 0.218 -0.001
H -3.2747 1.7053 -2.8212 0.179 -0.008 0.170
H -2.0907 2.6868 -1.8628 -0.119 -0.092 -0.134
H -1.5127 1.6263 -3.1637 -0.214 0.053 0.081
C -3.4914 0.5168 -0.0493 0.300 -0.053 0.682
H -3.3220 1.4249 0.5443 -0.196 -0.119 -0.143
H -4.4364 0.5915 -0.6028 0.244 0.000 0.053
H -3.5133 -0.3431 0.6321 -0.110 0.154 -0.151
C 2.0929 -2.9235 0.6322 -0.626 0.031 0.166
H 3.0399 -3.4483 0.4498 -0.177 0.209 0.004
H 1.9655 -2.7296 1.7057 0.113 -0.133 -0.214
H 1.2467 -3.5408 0.3074 0.205 0.054 0.052
C 3.5990 -0.5128 0.3288 -0.204 0.765 0.147
H 3.4634 -0.2314 1.3788 0.186 -0.055 -0.112
H 4.4517 -1.1918 0.2195 -0.179 0.030 -0.016
H 3.7621 0.4025 -0.2492 0.123 -0.099 0.103
O -0.7568 -1.7787 2.2066 0.673 2.594 -0.243
C -0.4778 -0.6078 2.4954 -1.104 -3.119 1.994
N -0.1373 0.3377 1.5236 0.515 -0.594 -4.232
S 0.3493 1.8680 2.1228 0.558 2.087 2.302
O 1.7691 2.0647 1.9432 -1.289 -0.822 -0.566
O -0.5545 2.9011 1.6704 0.503 -1.494 -0.203
C 0.0126 1.3091 3.7802 0.809 1.711 0.538
C 0.3045 2.0820 4.9098 -0.081 0.138 -0.319
C 0.1040 1.5279 6.1823 0.010 -0.007 -0.541
C -0.3543 0.1993 6.2781 0.021 0.174 -0.189
C -0.5962 -0.5596 5.1284 -0.056 -0.112 0.098
C -0.4067 -0.0023 3.8436 -0.043 -0.402 0.290
H 0.6895 3.0951 4.7933 -0.135 -0.213 0.084
H 0.3138 2.1192 7.0873 -0.118 -0.349 -0.564
H -0.4978 -0.2033 7.2873 -0.032 -0.128 -0.597
H -0.9252 -1.5812 5.2436 -0.037 -0.115 -0.134
```
Positions in Å, forces in eV/Å.

---

The following is a DFT calculation (ωB97M-V with the def2-TZVPD basis set) of C32H47CeN9O2Si as an isolated structure in a non-equilibrium geometry.

Properties
charge: +1
spin multiplicity: 2
E_HOMO (alpha / beta): -9.07 / -9.04 eV
Kohn-Sham gap (alpha / beta): 5.789 / 5.754 eV
total energy: -72254.087 eV
relative energy (zero: lowest compared OMol25 entry of this formula, charge and spin): 0.420 eV

```
92
Properties=species:S:1:pos:R:3:forces:R:3
Ce -0.1384 -0.2056 0.8753 -0.012 -0.669 -1.030
N 0.4948 4.7373 1.1864 -0.469 -0.189 -0.073
C -0.1933 3.6116 0.9205 0.062 0.404 0.336
N 0.3207 2.5434 0.4075 0.338 -0.654 0.032
C 1.6770 2.5534 0.0671 -0.434 -0.335 -0.619
N 2.1839 1.6438 -0.6894 1.435 1.085 0.093
N 1.5027 0.5518 -1.0336 -1.179 -0.865 -0.678
C 1.4484 0.2260 -2.2775 0.524 0.805 0.787
C 0.7998 -0.9956 -2.6944 -0.457 -0.731 -0.372
C 0.9664 -1.4646 -4.0014 0.003 0.195 0.432
C 0.3049 -2.6140 -4.3866 -0.252 -0.100 0.224
C -0.5434 -3.2244 -3.4727 0.182 0.080 -0.132
C -0.6466 -2.6856 -2.1986 -0.069 -0.145 -0.065
N 0.0269 -1.6217 -1.7925 0.121 0.290 -0.100
C 2.5119 3.6727 0.4682 -0.160 0.535 0.151
C 3.8944 3.6933 0.2881 -0.125 0.161 0.097
C 4.6175 4.8115 0.6494 0.026 -0.161 -0.070
C 3.9722 5.9238 1.1796 -0.243 -0.006 0.020
C 2.6016 5.9251 1.3514 -0.030 -0.014 0.042
C 1.8698 4.7949 1.0100 0.675 -0.349 -0.288
H 0.0277 5.5518 1.5577 -0.118 -0.187 0.006
H -1.2478 3.6070 1.1717 -0.004 0.079 0.035
H 1.8726 0.8626 -3.0545 0.194 0.007 0.208
H 1.6156 -0.9389 -4.6847 0.035 0.082 -0.051
H 0.4277 -3.0147 -5.3802 0.003 -0.037 -0.102
H -1.1064 -4.1038 -3.7383 -0.085 -0.089 -0.007
H -1.3110 -3.1322 -1.4712 -0.041 -0.075 0.001
H 4.3662 2.8250 -0.1404 0.099 -0.095 -0.040
H 5.6861 4.8333 0.5083 0.114 -0.031 0.004
H 4.5420 6.7954 1.4591 0.056 0.104 0.009
H 2.0894 6.7904 1.7437 -0.008 0.131 0.104
N 1.6478 -2.4163 0.5960 0.086 0.198 -0.069
C 1.5587 -3.7443 1.2221 -0.161 -0.408 0.024
C 0.1810 -4.3879 1.0505 0.023 0.324 0.419
C -0.9243 -3.8174 1.9447 0.160 -0.388 -0.007
N -1.4604 -2.5258 1.4831 -0.162 0.329 -0.143
H 1.5890 -2.5525 -0.4128 0.055 0.171 0.176
H 2.5819 -2.0510 0.7774 -0.116 0.079 -0.056
H 1.7842 -3.6400 2.2862 -0.015 -0.011 -0.056
H 2.2967 -4.4345 0.7880 -0.014 0.182 0.132
H 0.2778 -5.4447 1.3062 0.012 -0.007 -0.067
H -0.1203 -4.3407 0.0024 -0.019 -0.079 -0.090
H -0.5268 -3.6630 2.9500 -0.019 -0.056 -0.034
H -1.7265 -4.5665 2.0146 0.109 0.191 0.050
H -2.1112 -2.1850 2.1946 0.042 -0.005 -0.225
H -2.0219 -2.6780 0.6423 0.022 0.107 0.227
O -1.9802 -0.1619 -0.6256 -0.636 0.483 0.632
N -3.0738 0.4732 -0.3741 -0.163 0.005 0.028
N -3.1598 0.9708 0.7953 0.940 -0.720 -0.766
O -2.1996 0.8467 1.6845 0.155 -0.182 -0.373
C -4.3407 1.6695 1.1334 -1.082 0.648 0.342
C -4.5000 2.1767 2.4175 0.387 -0.227 -0.119
C -5.6680 2.8426 2.7484 -0.107 0.031 -0.067
C -6.6746 3.0040 1.8109 0.058 0.028 0.032
C -6.5065 2.4968 0.5305 0.037 -0.013 0.033
C -5.3434 1.8381 0.1821 0.117 -0.056 -0.030
H -3.7102 2.0407 3.1400 0.052 -0.035 0.077
H -5.7955 3.2294 3.7474 0.030 0.040 0.096
H -7.5794 3.5331 2.0715 -0.066 -0.017 0.024
H -7.2888 2.6064 -0.2031 -0.073 0.057 -0.101
H -5.1940 1.4564 -0.8141 -0.099 -0.033 -0.065
C 1.0900 -1.6260 4.5814 -0.128 0.490 -0.436
Si 0.9745 0.0636 3.6032 0.539 0.167 1.709
C -0.2276 1.1175 4.8133 0.401 -0.147 -0.299
C -1.5244 0.3158 4.9765 0.384 -0.047 -0.209
C -0.6067 2.4412 4.1415 0.199 -0.283 -0.053
C 0.3468 1.4167 6.2008 0.017 -0.121 -0.343
C 2.8807 0.6900 3.7062 -0.506 -0.076 0.024
C 3.6186 0.1469 2.4760 -0.399 0.069 0.179
C 3.6226 0.1971 4.9521 -0.260 0.046 -0.214
C 2.9707 2.2158 3.6613 -0.218 -0.294 0.023
H 1.3032 -1.4437 5.6305 0.061 0.059 0.218
H 1.8775 -2.2732 4.2043 0.180 -0.097 -0.127
H 0.1605 -2.1874 4.5363 -0.189 -0.093 -0.016
H -1.9625 0.1040 3.9978 -0.149 -0.022 0.025
H -2.2447 0.8848 5.5645 -0.184 0.078 0.083
H -1.3439 -0.6268 5.4853 -0.032 -0.156 0.122
H -1.0702 2.2377 3.1747 -0.059 0.149 -0.011
H 0.2642 3.0756 3.9962 0.162 0.171 -0.071
H -1.3154 2.9896 4.7637 -0.174 0.126 0.077
H 0.4898 0.5038 6.7736 0.070 -0.108 0.119
H -0.3344 2.0614 6.7588 -0.131 0.042 0.133
H 1.3010 1.9333 6.1363 0.121 0.070 0.055
H 3.5829 -0.9419 2.4578 0.058 -0.215 -0.040
H 4.6654 0.4500 2.5053 0.204 0.012 -0.085
H 3.1750 0.5256 1.5499 0.082 0.011 -0.097
H 3.7499 -0.8822 4.9285 0.034 -0.140 0.082
H 3.0939 0.4572 5.8647 -0.050 0.021 0.164
H 4.6124 0.6533 4.9995 0.191 0.028 0.014
H 2.3818 2.6136 2.8357 -0.064 0.158 -0.032
H 4.0045 2.5323 3.5207 0.204 0.094 -0.052
H 2.6162 2.6554 4.5893 -0.097 0.149 0.076
```
Positions in Å, forces in eV/Å.

---

The following is a DFT calculation (ωB97M-V with the def2-TZVPD basis set) of C29H35FIrN6O3Se as an isolated structure in a non-equilibrium geometry.

Properties
charge: +2
spin multiplicity: 2
E_HOMO (alpha / beta): -12.17 / -12.17 eV
Kohn-Sham gap (alpha / beta): 7.043 / 7.086 eV
total energy: -116612.238 eV
relative energy (zero: lowest compared OMol25 entry of this formula, charge and spin): 1.128 eV

```
76
Properties=species:S:1:pos:R:3:forces:R:3
Ir -1.4208 0.0363 -2.6504 0.369 0.182 1.391
F 0.7176 0.0146 3.9321 0.001 0.020 -0.007
C 1.3723 -0.5239 2.8839 0.011 0.019 -0.022
C 0.7680 -0.5055 1.6638 0.001 0.005 0.030
C 1.4267 -1.0166 0.5396 -0.055 -0.057 0.024
C 0.7695 -1.0209 -0.7579 0.142 -0.138 -0.124
O -0.3853 -0.5043 -0.8555 0.067 0.256 -0.166
C 1.4788 -1.6329 -1.8157 -0.012 0.147 0.067
C 2.7467 -2.0995 -1.5868 0.018 -0.069 0.020
N 3.3791 -2.0481 -0.4076 -0.009 0.103 -0.061
C 4.7438 -2.5349 -0.3058 -0.013 -0.034 0.035
C 5.8284 -1.5384 -0.0099 -0.018 0.025 -0.014
C 5.7192 -2.1516 -1.3727 0.047 -0.041 -0.009
C 2.7161 -1.5389 0.7003 0.024 -0.041 -0.006
C 3.3083 -1.5742 1.9690 -0.024 0.043 0.005
C 2.6589 -1.0670 3.0818 -0.024 -0.014 0.017
N 3.2755 -1.1306 4.3431 0.054 -0.046 -0.029
C 2.5479 -0.9082 5.5885 -0.013 -0.011 0.008
C 3.4154 -1.4068 6.7542 -0.011 -0.010 0.022
N 4.3153 -2.4964 6.2467 -0.012 0.015 -0.040
C 5.3496 -1.9469 5.2905 0.025 -0.012 0.001
C 4.6897 -0.8260 4.4837 -0.021 0.055 0.041
C 0.9572 -1.8085 -3.2174 -0.071 0.063 -0.040
O 1.6635 -2.3342 -4.0461 0.034 -0.003 0.053
O -0.2602 -1.4088 -3.4528 -0.396 -0.186 -0.364
H -0.2214 -0.0829 1.5596 0.002 0.005 -0.003
H 3.2841 -2.5460 -2.4134 0.000 0.012 -0.004
H 4.8121 -3.5317 0.1122 0.011 0.013 0.025
H 6.6436 -1.8418 0.6323 -0.007 -0.018 0.000
H 5.5228 -0.5049 0.0875 0.008 0.003 -0.002
H 6.4459 -2.8980 -1.6570 -0.021 -0.014 -0.019
H 5.3773 -1.5246 -2.1840 -0.015 0.026 0.025
H 4.2833 -2.0244 2.0767 -0.004 -0.019 0.003
H 1.6125 -1.4632 5.5622 0.004 -0.004 -0.005
H 2.3083 0.1429 5.7711 0.000 -0.002 0.001
H 2.8065 -1.8069 7.5611 0.002 0.002 0.002
H 4.0648 -0.6348 7.1617 0.006 0.002 -0.015
H 3.7409 -3.1746 5.7430 0.010 -0.015 0.009
H 4.7666 -2.9897 7.0173 0.001 0.005 0.003
H 5.6723 -2.7777 4.6662 -0.004 0.004 -0.007
H 6.1947 -1.5934 5.8782 -0.016 0.002 0.021
H 5.1750 -0.7360 3.5168 -0.011 -0.015 -0.007
H 4.8206 0.1355 4.9927 0.017 0.006 -0.018
C -6.2547 -0.0075 -4.3729 0.012 -0.002 0.019
N -5.8322 0.2784 -3.0069 -0.011 -0.003 -0.001
C -4.6938 -0.1018 -2.4202 -0.123 -0.199 0.043
Se -3.4107 -1.2653 -3.1670 0.028 0.176 -0.354
N -4.6756 0.3921 -1.1753 0.072 0.072 -0.070
C -5.8227 1.1379 -0.9416 -0.032 -0.010 0.002
C -6.2770 1.8385 0.1672 0.021 0.051 -0.020
C -7.5093 2.4512 0.0456 0.009 0.002 0.012
C -8.2546 2.3814 -1.1397 0.000 0.005 -0.019
C -7.7984 1.6870 -2.2436 0.002 0.021 0.011
C -6.5681 1.0566 -2.1121 0.033 0.044 -0.008
H -5.6576 -0.8207 -4.7712 0.010 0.012 -0.010
H -6.1210 0.8796 -4.9898 -0.022 0.001 -0.004
H -7.3027 -0.2972 -4.3625 0.004 -0.018 -0.008
H -3.8777 0.2879 -0.5700 -0.026 -0.039 0.029
H -5.6957 1.9105 1.0760 -0.018 -0.036 0.015
H -7.9120 2.9993 0.8859 0.012 0.018 -0.006
H -9.2077 2.8888 -1.1910 -0.005 -0.009 0.000
H -8.3680 1.6488 -3.1615 -0.016 -0.030 0.010
C -2.0348 3.3023 -4.4944 -0.028 -0.001 -0.010
C -1.4545 2.8463 -3.1580 0.007 0.018 0.093
C -1.7140 3.8831 -2.0661 -0.049 -0.009 0.030
C 0.0487 2.5762 -3.2918 0.050 -0.096 0.001
N -2.1490 1.6109 -2.7646 0.026 -0.258 -0.605
H -1.5131 4.1999 -4.8283 -0.024 0.006 -0.002
H -3.0948 3.5358 -4.3961 -0.006 -0.015 0.003
H -1.9147 2.5281 -5.2522 0.022 0.002 -0.001
H -1.1360 4.7831 -2.2783 -0.025 0.009 -0.008
H -1.4136 3.5047 -1.0876 0.030 0.001 -0.009
H -2.7694 4.1524 -2.0281 -0.006 -0.019 0.014
H 0.5676 3.4795 -3.6143 -0.016 0.015 0.022
H 0.2470 1.8038 -4.0408 -0.013 0.017 -0.007
H 0.4792 2.2726 -2.3313 -0.011 0.006 -0.003
```
Positions in Å, forces in eV/Å.

---

> Among the records above, which one has the highest total energy?

C6H13N3